{"formula": "C15H18B2F5N4O4Pb", "method": "ωB97M-V/def2-TZVPD", "charge": 1, "e_lumo_ev": -6.0, "energy_ha": -1844.16889, "homo_ev": -11.796, "elements": ["C", "C", "H", "H", "C", "C", "C", "H", "N", "H", "H", "H", "C", "C", "C", "O", "O", "C", "H", "F", "H", "F", "H", "H", "F", "B", "F", "F", "O", "H", "C", "N", "H", "C", "C", "Pb", "H", "H", "H", "H", "N", "N", "B", "C", "H", "H", "C", "C", "O"], "positions_angstrom": [[2.117275, -4.416405, -1.031339], [-2.571712, 3.747139, 2.151477], [-3.285738, 2.939207, 2.259692], [-1.812764, -1.822629, -1.588390], [3.749523, -2.521505, -1.073064], [3.168789, -3.596675, 1.015871], [-2.440109, 0.932206, -3.269083], [-3.082807, 4.414217, 1.463802], [-0.803642, 2.219875, -2.090122], [2.840867, -4.493798, 2.940756], [4.388927, -1.818595, 0.837475], [-0.579940, 0.698382, 3.702737], [-0.908758, 1.716048, 3.626659], [-0.582934, 2.058144, 2.230107], [3.241231, -3.684885, 2.370346], [1.086330, -0.767833, -0.258979], [-1.510882, 3.310093, -2.509535], [-1.293749, 3.239359, 1.565786], [1.723893, -5.300600, 0.837951], [-3.040975, 4.965327, -1.901305], [4.306030, -1.843139, -1.711825], [2.795125, -3.301096, -3.012854], [-2.332555, 0.161826, -4.065469], [-0.458295, 2.361761, 4.325261], [-3.101998, 2.827125, -0.853396], [-2.355810, 3.879948, -1.363934], [-0.924368, -1.082786, 1.123085], [1.133426, -1.950765, 1.692267], [-1.470858, 4.476752, -0.292614], [-1.999948, 1.718584, 3.764554], [2.315311, -4.515228, 0.329101], [-0.794143, 3.594201, 0.475414], [-1.122547, -1.564574, -3.214298], [3.827907, -2.563441, 0.269020], [-0.914338, -1.533887, -2.141361], [1.053415, 2.419635, -0.590823], [-3.224856, 0.648817, -2.617688], [-0.098826, -2.145844, -1.874452], [1.499296, -5.125120, -1.535321], [-2.357760, 4.168686, 3.110180], [0.386246, 0.161020, -0.956646], [0.170775, 1.418414, 1.438549], [0.442138, -0.891694, 1.169335], [-0.525753, -0.154295, -1.794395], [-2.707713, 1.884679, -3.701084], [3.588590, -2.831425, 2.942603], [-1.227629, 1.079948, -2.461354], [2.892385, -3.440312, -1.695634], [0.803934, 0.325160, 1.962951]], "forces_ev_per_a": [[1.2, 0.6, 0.6], [-0.1, -0.4, -1.0], [0.1, -0.4, 0.3], [0.1, -0.1, -0.1], [0.0, -0.3, -0.6], [-0.4, -0.6, 0.2], [0.5, -0.6, -1.5], [0.4, 0.4, 0.2], [0.0, 0.3, 0.2], [-0.3, -0.5, 0.1], [0.0, -0.3, -0.3], [0.3, -0.5, 0.8], [-1.1, -1.4, -1.2], [-1.0, 2.0, -0.5], [-0.1, 1.3, -0.3], [-1.0, -0.6, 0.6], [0.3, 0.1, 0.3], [-0.5, -1.2, 1.4], [0.7, 0.6, 0.0], [0.3, -1.1, 0.5], [-0.2, 0.1, 0.2], [-0.1, -0.4, 0.7], [-0.1, 0.5, 0.6], [0.7, 0.8, 0.9], [-0.1, 0.1, 0.2], [0.2, 1.0, -0.7], [0.3, 0.1, -0.3], [0.1, -0.4, 0.5], [-0.2, 0.4, -0.2], [0.4, 0.2, 0.0], [-0.7, -0.8, -0.8], [0.6, 0.0, -1.6], [0.0, -0.3, 0.2], [0.3, 0.4, 1.2], [-0.9, 0.8, -0.5], [-0.4, 0.3, 0.1], [-1.0, -0.5, 0.7], [0.8, -1.0, 0.3], [-0.3, -0.1, -0.5], [-0.1, 0.5, 0.6], [-0.3, 0.8, -0.9], [0.3, -0.3, 0.4], [0.8, 0.5, -0.5], [0.0, 1.6, -0.4], [0.0, 0.1, -0.2], [0.5, -0.2, 0.0], [0.8, -1.1, 1.1], [-0.4, 0.0, -0.6], [-0.1, -0.6, -0.2]]}

{"formula": "C15H18BrNTi", "method": "ωB97M-V/def2-TZVPD", "charge": 3, "multiplicity": 2, "e_lumo_ev": [-13.1, -12.9], "energy_ha": -4059.54895, "homo_ev": [-20.084, -20.091], "s_squared": 0.76, "elements": ["N", "C", "H", "C", "H", "H", "C", "C", "C", "C", "Br", "H", "C", "H", "Ti", "H", "C", "H", "H", "H", "C", "H", "H", "H", "H", "H", "C", "H", "C", "C", "C", "H", "H", "C", "H", "C"], "positions_angstrom": [[1.836157, -0.035312, -0.000022], [-0.433369, 1.945621, 3.277744], [5.553552, 0.902896, 1.472756], [3.008469, -0.019507, 0.690704], [-1.279325, -3.076909, 3.051008], [-3.006400, 1.063371, -1.549869], [4.220319, 0.010646, -1.353981], [4.233557, 0.003185, 0.044394], [-1.601527, -1.399132, 1.767743], [1.887306, -0.029607, -1.339196], [0.138656, -0.057938, -2.132613], [-0.252655, 1.520326, 4.263091], [-1.418070, -2.871785, 1.990603], [5.580007, -0.871630, 1.463249], [-0.173259, -0.036574, 0.426975], [2.930104, -0.027606, 1.770504], [5.513594, 0.018229, 0.836927], [-2.279643, -3.419480, 1.612506], [6.376376, 0.034750, 0.175611], [-2.860832, -1.644618, 0.029239], [-3.529419, 0.943204, -0.596364], [-1.061613, 2.831371, 3.365804], [-1.921316, 2.418801, 1.043316], [0.526800, 2.273080, 2.866400], [3.020409, -0.000384, -3.168248], [5.161220, 0.028099, -1.893049], [-1.104888, 0.937879, 2.389430], [-4.337124, 0.228759, -0.747550], [-2.370035, -0.923691, 0.675154], [-2.598420, 0.452618, 0.470025], [-0.969113, -0.446714, 2.593857], [-3.938378, 1.914241, -0.322405], [-0.535700, -3.251137, 1.463056], [-1.843666, 1.356077, 1.252788], [-0.362849, -0.800880, 3.423008], [3.028874, -0.005048, -2.086697]], "forces_ev_per_a": [[0.1, 0.0, 0.0], [-0.1, -0.1, -0.1], [0.0, 0.0, 0.1], [-0.2, 0.0, -0.1], [0.0, -0.1, 0.0], [0.0, 0.0, 0.0], [0.0, 0.0, -0.1], [0.2, 0.0, 0.2], [-0.1, -0.2, -0.1], [0.3, 0.0, -0.2], [-0.3, 0.0, -0.3], [0.0, 0.0, 0.0], [0.0, 0.2, 0.0], [0.0, 0.0, 0.1], [0.5, -0.1, 0.1], [0.0, 0.0, 0.0], [-0.2, 0.0, -0.2], [0.0, 0.0, 0.0], [0.0, 0.0, 0.0], [0.0, 0.0, 0.0], [0.1, -0.1, 0.1], [0.0, 0.0, 0.1], [0.0, 0.0, 0.0], [0.0, 0.0, 0.0], [0.0, 0.0, 0.0], [0.0, 0.0, 0.0], [0.1, 0.2, -0.1], [0.0, 0.0, 0.0], [-0.1, -0.1, 0.1], [-0.1, 0.1, -0.2], [0.0, -0.1, 0.4], [0.0, 0.0, 0.0], [0.0, 0.0, 0.0], [-0.2, 0.2, 0.1], [0.0, 0.0, 0.0], [0.1, 0.0, 0.2]]}